No. 1
# C16H19NO4S

C16H19NO4S in the gas phase (ωB97M-V/def2-TZVPD, OMol25).

Last column: Löwdin charge in e.
Atoms and positions in Å:
1 C 3.951 3.261 -0.521  -0.08
2 O 4.438 1.974 -0.219  -0.08
3 C 3.548 0.949 -0.143  -0.26
4 C 4.100 -0.293 0.181  0.06
5 C 3.287 -1.408 0.297  -0.26
6 O 3.723 -2.655 0.623  -0.08
7 C 5.095 -2.841 0.881  -0.09
8 C 1.913 -1.292 0.071  0.04
9 C 1.372 -0.063 -0.263  -0.12
10 C -0.090 0.136 -0.495  -0.43
11 O -0.652 1.186 -0.249  0.07
12 N -0.729 -0.930 -1.035  0.07
13 C -2.154 -0.963 -1.252  -0.23
14 C -2.831 -1.937 -0.291  -0.47
15 S -4.628 -2.021 -0.578  0.86
16 C -5.232 -0.857 0.720  -0.39
17 C -4.605 0.477 0.625  -0.38
18 C -4.865 1.552 -0.177  -0.03
19 C -3.910 2.538 0.166  -0.06
20 C -3.141 1.992 1.145  -0.13
21 O -3.550 0.746 1.429  0.03
22 C 2.184 1.065 -0.360  0.03
23 H 3.479 3.289 -1.508  0.10
24 H 3.236 3.605 0.232  0.10
25 H 4.822 3.913 -0.518  0.09
26 H 5.164 -0.335 0.342  0.12
27 H 5.207 -3.895 1.129  0.09
28 H 5.703 -2.609 0.001  0.10
29 H 5.430 -2.231 1.725  0.10
30 H 1.307 -2.174 0.203  0.12
31 H -0.207 -1.768 -1.230  0.13
32 H -2.522 0.053 -1.092  0.11
33 H -2.370 -1.259 -2.284  0.12
34 H -2.451 -2.949 -0.442  0.07
35 H -2.668 -1.641 0.745  0.08
36 H -5.021 -1.316 1.685  0.09
37 H -6.306 -0.807 0.552  0.08
38 H -5.637 1.623 -0.915  0.11
39 H -3.811 3.514 -0.262  0.10
40 H -2.293 2.365 1.682  0.12
41 H 1.713 2.003 -0.600  0.11

Calculated values
highest occupied orbital energy = -8.056 eV
E = -37414.9028 eV
energy relative to the best compared isomer or geometry (same formula, charge and spin) = 36.6 kcal per mole
structure (SMILES) = COc1cc(OC)cc(C(=O)NCCSCc2ccco2)c1


No. 2
# C16H20Al3Cl2CsF7N2O13

A molecular structure, C16H20Al3Cl2CsF7N2O13 (ωB97M-V/def2-TZVPD, OMol25).

Last column: Löwdin charge in e.
Atoms and positions in Å:
1 O 1.236 -0.244 2.954  0.14
2 C 0.816 0.137 1.924  -0.64
3 O 1.199 -0.382 0.755  0.15
4 N -0.216 1.181 1.837  -0.27
5 Cl -0.188 2.040 3.361  0.82
6 C -1.516 0.617 1.705  -0.23
7 C -2.655 1.465 1.957  0.02
8 C -3.962 0.887 1.830  -0.14
9 C -4.113 -0.387 1.475  -0.04
10 C -2.981 -1.159 1.217  0.07
11 C -1.692 -0.672 1.320  0.05
12 H 1.596 0.322 0.220  0.15
13 H -2.553 2.514 2.199  0.08
14 H -4.795 1.556 2.046  -0.06
15 H -5.094 -0.832 1.377  0.11
16 H -3.091 -2.190 0.936  0.09
17 H -0.887 -1.344 1.079  0.14
18 Cl -5.268 3.341 1.412  0.11
19 C -8.781 0.305 -0.648  -0.43
20 C -7.278 0.473 -0.767  -0.43
21 O -6.882 0.715 0.561  0.03
22 C -7.823 0.197 1.396  -0.50
23 O -7.735 0.084 2.553  0.24
24 O -8.953 -0.191 0.644  0.00
25 H -9.189 -0.393 -1.393  0.06
26 H -9.320 1.279 -0.732  -0.05
27 H -6.787 -0.436 -1.129  0.00
28 H -7.001 1.313 -1.411  0.08
29 Al -6.792 3.606 3.046  0.38
30 C 4.358 -0.308 2.584  0.03
31 C 5.935 -0.197 2.496  -0.66
32 O 6.526 -1.185 2.927  0.11
33 O 6.308 0.871 2.001  0.09
34 H 4.058 -1.255 3.018  0.08
35 H 3.981 0.504 3.200  0.08
36 H 3.945 -0.227 1.582  0.07
37 N -2.044 -4.701 -0.455  -0.62
38 O -2.779 -4.116 0.392  -0.05
39 O -1.990 -4.261 -1.598  0.05
40 O -1.412 -5.694 -0.113  0.05
41 Cs -7.386 -0.279 -3.156  1.51
42 O -3.354 2.460 3.755  -0.21
43 H -3.504 1.987 4.590  0.03
44 C 8.569 0.626 -0.443  -0.05
45 C 8.523 -0.724 -1.140  -0.20
46 O 7.811 -0.718 -2.381  -0.01
47 C 8.416 -0.264 -3.545  -0.43
48 O 9.574 -0.732 -3.796  0.15
49 C 8.438 1.347 -3.641  -0.55
50 F 7.331 1.841 -3.103  0.19
51 F 8.459 1.691 -4.921  0.19
52 F 9.481 1.888 -3.042  0.20
53 H 7.613 1.141 -0.520  0.08
54 H 8.810 0.484 0.608  0.09
55 H 9.337 1.271 -0.861  0.07
56 H 7.953 -1.402 -0.503  0.13
57 H 9.513 -1.170 -1.244  0.12
58 H 7.617 -0.491 -4.306  0.23
59 Al -11.210 1.130 -0.442  1.27
60 F -1.624 -2.171 -4.714  -0.18
61 Al -1.607 -0.678 -3.944  -0.17
62 F -1.000 -0.802 -2.363  -0.20
63 F -3.222 -0.119 -3.820  -0.24
64 F -0.720 0.448 -4.827  -0.19

Calculated values
highest occupied orbital energy = -8.985 eV
E = -110897.3950 eV
net charge = +1


No. 3
# C16H20BCoF4N7OS2

A molecular structure, C16H20BCoF4N7OS2 (ωB97M-V/def2-TZVPD, OMol25).

Last column: Löwdin charge in e.
Atoms and positions in Å:
1 Co 0.457 -0.405 -0.450  0.32
2 C 0.996 -5.183 -2.427  -0.44
3 S 1.464 -4.932 -0.707  0.86
4 C 1.208 -3.220 -0.497  -1.05
5 S 0.780 -2.203 -1.801  0.74
6 N 1.366 -2.850 0.758  -0.06
7 N 1.139 -1.524 0.914  -0.11
8 C 1.353 -0.971 2.051  -0.04
9 C 0.995 0.439 2.136  -0.25
10 C 1.142 1.201 3.283  0.00
11 C 0.701 2.513 3.273  -0.05
12 C 0.131 3.026 2.120  -0.04
13 C 0.037 2.206 1.007  -0.08
14 N 0.467 0.952 1.007  0.06
15 H 1.066 -6.257 -2.592  0.03
16 H 1.674 -4.667 -3.102  0.02
17 H -0.025 -4.850 -2.597  0.03
18 H 1.729 -1.535 2.896  0.14
19 H 1.574 0.759 4.171  0.12
20 H 0.790 3.125 4.161  0.11
21 H -0.244 4.038 2.076  0.11
22 H -0.407 2.557 0.084  0.11
23 N 3.246 1.703 -2.967  0.11
24 C 4.358 1.291 -2.268  -0.07
25 C 3.882 0.648 -1.164  -0.10
26 N 2.513 0.661 -1.169  0.10
27 C 2.163 1.291 -2.263  -0.27
28 C 0.760 1.452 -2.586  -0.25
29 N -0.146 0.811 -1.881  0.04
30 C -1.378 1.173 -2.371  -0.05
31 C -1.196 2.048 -3.397  -0.04
32 N 0.168 2.217 -3.527  0.12
33 H 3.257 2.177 -3.852  0.16
34 H 5.356 1.488 -2.616  0.11
35 H 4.440 0.177 -0.373  0.11
36 H -2.291 0.764 -1.968  0.10
37 H -1.896 2.544 -4.044  0.12
38 H 0.623 2.806 -4.201  0.16
39 C -3.458 0.543 4.003  -0.09
40 C -3.082 0.187 2.578  -0.31
41 O -1.775 -0.381 2.508  -0.08
42 H -4.454 0.990 4.039  0.07
43 H -2.744 1.255 4.422  0.06
44 H -3.461 -0.346 4.637  0.07
45 H -3.065 1.078 1.947  0.11
46 H -3.812 -0.489 2.130  0.11
47 H -1.862 -1.338 2.500  0.09
48 F -1.615 -1.444 -0.212  0.04
49 B -2.930 -1.413 -0.787  -1.27
50 F -3.478 -0.130 -0.517  0.08
51 F -2.817 -1.578 -2.169  0.11
52 F -3.698 -2.400 -0.195  0.13

Calculated values
highest occupied orbital energy (alpha / beta) = -7.691 / -7.656 eV
E = -100246.3694 eV
energy relative to the best compared isomer or geometry (same formula, charge and spin) = 0.0 kcal per mole
2S+1 = 2


No. 4
# C16H20BeF12N4O20

A molecular structure, C16H20BeF12N4O20 (ωB97M-V/def2-TZVPD, OMol25).

Last column: Löwdin charge in e.
Atoms and positions in Å:
1 Be -0.374 0.406 -0.331  1.09
2 N -1.449 -1.901 -1.906  -0.65
3 O -1.465 -3.085 -2.083  0.04
4 O -2.209 -1.287 -1.169  -0.03
5 O -0.565 -1.212 -2.399  -0.07
6 N 0.152 2.932 1.585  -0.67
7 O -0.205 3.426 2.646  0.00
8 O 0.828 1.913 1.652  -0.06
9 O -0.280 3.293 0.518  -0.04
10 N -1.523 -2.105 1.933  -0.68
11 O -1.840 -3.093 1.304  -0.03
12 O -0.658 -1.373 1.542  -0.05
13 O -2.101 -1.955 2.973  0.00
14 N -3.201 1.703 1.805  -0.61
15 O -3.059 2.876 2.181  -0.04
16 O -3.716 0.775 2.450  -0.03
17 O -2.571 1.346 0.793  -0.12
18 C 0.994 -0.065 4.709  -0.03
19 C 0.483 -1.496 4.935  -0.24
20 O 0.707 -1.865 6.205  0.07
21 C 1.841 -2.305 6.625  -0.32
22 O 2.944 -2.291 5.952  0.06
23 C 1.761 -2.972 8.037  -0.52
24 F 2.403 -2.201 8.952  0.14
25 F 0.501 -3.178 8.354  0.19
26 F 2.423 -4.148 7.875  0.13
27 H 2.083 -0.121 4.740  0.06
28 H 0.603 0.702 5.378  0.08
29 H 0.781 0.204 3.675  0.07
30 H 0.963 -2.143 4.200  0.13
31 H -0.539 -1.509 4.558  0.11
32 C 2.056 -3.943 -1.914  -0.08
33 C 1.705 -3.806 -0.477  -0.20
34 O 2.675 -3.149 0.371  0.03
35 C 2.769 -1.802 0.431  -0.26
36 O 1.868 -1.056 -0.025  0.08
37 C 3.757 -1.304 1.552  -0.56
38 F 4.969 -1.376 1.168  0.20
39 F 3.617 0.056 1.764  0.13
40 F 3.633 -2.083 2.618  0.19
41 H 1.298 -4.575 -2.377  0.09
42 H 3.032 -4.383 -2.118  0.07
43 H 2.099 -2.993 -2.446  0.07
44 H 1.356 -4.764 -0.091  0.13
45 H 0.786 -3.219 -0.489  0.10
46 C 2.395 4.792 -2.707  -0.05
47 C 1.080 4.020 -2.834  -0.20
48 O 1.157 2.955 -3.772  0.02
49 C 1.322 1.690 -3.295  -0.30
50 O 1.054 1.337 -2.149  0.11
51 C 1.703 0.710 -4.381  -0.55
52 F 0.645 0.013 -4.819  0.18
53 F 2.252 1.410 -5.397  0.14
54 F 2.629 -0.164 -4.024  0.18
55 H 2.109 5.835 -2.575  0.08
56 H 3.023 4.646 -3.586  0.07
57 H 2.949 4.377 -1.865  0.08
58 H 0.377 4.687 -3.334  0.12
59 H 0.720 3.642 -1.877  0.11
60 C -4.854 -0.330 -4.650  -0.04
61 C -3.698 0.053 -3.657  -0.19
62 O -3.710 1.446 -3.583  -0.01
63 C -2.835 2.135 -2.813  -0.23
64 O -1.788 1.693 -2.246  0.08
65 C -3.421 3.637 -2.716  -0.49
66 F -3.508 4.244 -1.511  0.17
67 F -2.457 4.342 -3.289  0.13
68 F -4.526 3.871 -3.461  0.14
69 H -5.814 0.089 -4.349  0.07
70 H -4.941 -1.399 -4.454  0.07
71 H -4.656 -0.117 -5.701  0.07
72 H -2.658 -0.116 -3.935  0.12
73 H -3.885 -0.373 -2.672  0.13

Calculated values
highest occupied orbital energy = -2.396 eV
E = -96821.1325 eV
energy relative to the best compared isomer or geometry (same formula, charge and spin) = 69.1 kcal per mole
net charge = -2


No. 5
# C16H20BiNOS

A molecular structure, C16H20BiNOS (ωB97M-V/def2-TZVPD, OMol25).

Last column: Löwdin charge in e.
Atoms and positions in Å:
1 Bi -0.094 -0.021 1.878  1.91
2 C -1.724 -2.013 1.774  -0.35
3 C -2.555 -0.990 1.158  -0.28
4 C -2.361 -1.081 -0.249  -0.19
5 H -3.278 -0.363 1.678  0.08
6 C -1.418 -2.113 -0.508  -0.17
7 C -1.002 -2.671 0.718  -0.22
8 H -0.303 -3.496 0.858  0.08
9 H -1.738 -2.300 2.824  0.06
10 H -2.922 -0.523 -1.000  0.08
11 H -1.123 -2.459 -1.501  0.08
12 C 2.403 -0.321 1.838  -0.40
13 C 2.258 -1.741 1.582  -0.24
14 C 2.195 -1.919 0.184  -0.19
15 H 2.264 -2.521 2.345  0.08
16 C 2.300 -0.651 -0.449  -0.18
17 C 2.407 0.349 0.550  -0.25
18 H 2.564 1.418 0.394  0.08
19 H 2.589 0.144 2.807  0.07
20 H 2.125 -2.875 -0.334  0.08
21 H 2.378 -0.483 -1.527  0.07
22 O -0.800 1.713 0.820  -0.59
23 C -0.090 2.025 -2.766  -0.43
24 C -1.110 2.677 -1.787  -0.22
25 C -0.411 0.596 -2.959  -0.18
26 C 1.279 2.424 -2.378  -0.18
27 C -1.428 2.477 -0.186  -0.32
28 H -2.111 2.590 -2.224  0.06
29 H -1.000 3.764 -1.842  0.06
30 H -1.264 3.448 0.304  0.07
31 H -2.494 2.195 -0.098  0.07
32 H -0.383 0.405 -4.034  0.03
33 H -1.402 0.280 -2.622  0.04
34 H 0.235 -0.179 -2.510  0.04
35 H 1.687 3.002 -3.207  0.03
36 H 2.023 1.643 -2.168  0.03
37 H 1.370 3.071 -1.496  0.06
38 S 0.558 -3.067 5.427  0.48
39 C 0.301 -1.762 4.600  -1.07
40 N 0.077 -0.671 4.104  -0.18

Calculated values
highest occupied orbital energy (alpha / beta) = 0.919 / 1.993 eV
E = -37122.3571 eV
energy relative to the best compared isomer or geometry (same formula, charge and spin) = 9.8 kcal per mole
net charge = -2


No. 6
# C16H20Cl2LuNSe2

A molecular structure, C16H20Cl2LuNSe2 (ωB97M-V/def2-TZVPD, OMol25).

Last column: Löwdin charge in e.
Atoms and positions in Å:
1 Lu -12.352 2.756 -9.504  1.48
2 C -14.512 4.396 -12.101  -0.37
3 Se -13.607 2.677 -12.203  0.89
4 C -15.159 1.356 -12.109  -0.47
5 C -15.500 0.712 -10.785  -0.52
6 Se -13.843 0.059 -10.005  0.92
7 C -14.486 -0.536 -8.274  -0.38
8 H -15.283 4.482 -12.875  0.05
9 H -13.647 5.104 -12.343  0.04
10 H -14.878 4.618 -11.084  0.03
11 H -14.936 0.572 -12.832  0.08
12 H -15.974 1.909 -12.497  0.06
13 H -16.179 -0.140 -10.856  0.10
14 H -15.960 1.422 -10.096  0.08
15 H -15.247 0.064 -7.761  0.04
16 H -13.586 -0.592 -7.673  0.01
17 H -14.834 -1.589 -8.428  0.06
18 Cl -10.243 1.162 -4.146  0.80
19 C -11.505 1.551 -5.234  -0.63
20 C -12.760 1.238 -4.815  -0.05
21 C -13.860 1.564 -5.611  -0.02
22 C -13.648 2.202 -6.795  -0.18
23 N -12.403 2.433 -7.242  -0.13
24 C -11.304 2.157 -6.478  -0.07
25 H -12.939 0.667 -3.926  0.13
26 H -14.869 1.356 -5.301  0.13
27 H -14.409 2.506 -7.497  0.11
28 H -10.354 2.363 -6.975  0.11
29 Cl -11.651 8.065 -12.774  0.74
30 C -11.248 6.604 -11.932  -0.71
31 C -10.252 5.754 -12.377  -0.06
32 C -9.838 4.602 -11.692  0.01
33 C -10.468 4.287 -10.447  -0.43
34 C -10.147 3.083 -9.664  -0.25
35 C -11.424 5.208 -9.997  -0.18
36 C -11.834 6.316 -10.767  -0.14
37 H -9.719 5.959 -13.365  0.15
38 H -8.971 4.064 -12.049  0.13
39 H -9.839 3.548 -8.652  0.09
40 H -9.312 2.552 -10.044  0.05
41 H -11.793 5.159 -8.956  0.11
42 H -12.745 6.918 -10.210  0.19

Calculated values
highest occupied orbital energy = -14.433 eV
E = -207748.9095 eV
net charge = +2


No. 7
# C16H20Cl2N2O4S

C16H20Cl2N2O4S in the gas phase (ωB97M-V/def2-TZVPD, OMol25).

Last column: Löwdin charge in e.
Atoms and positions in Å:
1 O -3.325 -1.188 2.114  0.04
2 C -3.198 -0.406 1.100  -0.42
3 C -2.055 0.228 0.828  -0.32
4 C -2.082 1.744 1.338  -0.07
5 C -0.771 2.700 1.278  -0.05
6 C 0.363 1.565 1.606  -0.27
7 N 0.325 0.382 1.073  -0.16
8 S 0.779 0.322 -0.741  0.73
9 O 0.177 -0.754 -1.115  -0.20
10 O 0.590 1.695 -1.251  -0.32
11 C 2.533 0.099 -0.246  -0.35
12 C 2.952 -1.102 -0.472  -0.03
13 C 4.365 -1.582 -0.023  -0.74
14 Cl 4.756 -3.208 0.244  0.74
15 C 5.267 -0.799 0.012  -0.11
16 C 4.932 0.867 -0.208  0.07
17 C 3.482 1.007 -0.279  -0.68
18 Cl 3.179 2.652 -0.549  0.78
19 C -0.756 -0.294 1.168  -0.33
20 N -4.299 -0.053 0.340  -0.01
21 C -5.594 -0.980 0.551  -0.05
22 C -5.959 -1.886 -0.619  -0.32
23 O -6.112 -1.119 -1.656  -0.18
24 C -4.885 -0.198 -2.147  -0.01
25 C -4.545 0.637 -0.822  -0.23
26 H -2.017 0.495 -0.219  0.13
27 H -2.968 2.353 1.456  0.09
28 H -2.231 1.590 2.598  0.17
29 H -0.901 3.547 1.919  0.12
30 H -0.667 2.677 0.342  -0.01
31 H 1.182 2.194 1.538  0.08
32 H 0.332 1.412 2.712  0.15
33 H 2.159 -2.150 -0.296  0.21
34 H 6.257 -0.903 0.054  0.06
35 H 5.651 1.596 -0.210  0.05
36 H -0.848 -1.488 0.721  0.22
37 H -1.022 -0.544 2.232  0.16
38 H -5.458 -1.757 1.298  0.10
39 H -6.572 -0.315 0.880  0.18
40 H -6.824 -2.255 -0.546  0.06
41 H -5.088 -2.529 -0.924  0.15
42 H -5.100 0.405 -3.013  0.09
43 H -3.972 -1.055 -2.307  0.17
44 H -3.753 1.481 -0.971  0.14
45 H -5.543 1.452 -0.769  0.19

Calculated values
highest occupied orbital energy = -8.746 eV
E = -63950.1430 eV
energy relative to the best compared isomer or geometry (same formula, charge and spin) = 384.2 kcal per mole
structure (SMILES) = O=C([C@H]1CCCN(S(=O)(=O)c2cc(Cl)ccc2Cl)C1)N1CCOCC1


No. 8
# C16H20Cl2N2O5

C16H20Cl2N2O5 in the gas phase (ωB97M-V/def2-TZVPD, OMol25).

Last column: Löwdin charge in e.
Atoms and positions in Å:
1 C 1.475 -4.734 1.615  0.04
2 C 1.986 -4.083 0.452  -0.12
3 C 2.488 -2.960 -0.680  -0.21
4 C 1.915 -1.464 -0.319  -0.68
5 Cl 2.588 -1.249 1.434  0.60
6 N 2.547 -0.621 -1.425  0.06
7 C 1.623 0.507 -1.877  -0.21
8 O 1.757 1.334 -2.926  0.02
9 C 0.374 0.449 -0.808  -0.24
10 C 0.751 1.480 0.409  -0.11
11 O 2.167 1.941 0.220  -0.14
12 C 2.338 3.162 1.074  -0.26
13 C 2.534 3.083 2.728  -0.02
14 O 2.299 4.410 0.562  -0.01
15 C -0.836 1.239 -1.578  -0.04
16 C -2.212 1.432 -0.710  -0.23
17 O -3.085 2.372 -1.151  -0.03
18 N -2.601 0.697 0.553  -0.22
19 C -3.839 -0.163 0.370  -0.12
20 C -2.844 1.635 1.722  -0.12
21 C 0.284 -1.164 -0.538  -0.54
22 Cl -0.390 -1.681 1.150  0.58
23 C -0.292 -2.174 -1.693  -0.11
24 C -1.871 -1.954 -2.086  -0.09
25 O -2.172 -1.514 -3.340  -0.09
26 H 1.303 -5.114 2.733  0.07
27 H 3.675 -2.941 -0.567  0.14
28 H 2.248 -3.336 -1.762  0.11
29 H 2.571 -1.182 -2.329  0.14
30 H 0.111 2.470 0.434  0.15
31 H 0.753 0.935 1.463  0.11
32 H 3.346 2.269 2.991  0.09
33 H 1.489 2.887 3.260  0.10
34 H 2.900 4.134 3.133  0.10
35 H -0.421 2.333 -1.815  0.16
36 H -1.067 0.752 -2.634  0.14
37 H -4.352 0.087 -0.661  0.11
38 H -4.668 0.002 1.195  0.10
39 H -3.526 -1.306 0.463  0.07
40 H -2.224 2.636 1.677  0.10
41 H -3.976 1.964 1.846  0.10
42 H -2.570 1.027 2.709  0.11
43 H 0.435 -2.130 -2.615  0.14
44 H -0.214 -3.291 -1.279  0.14
45 H -2.795 -2.178 -1.397  0.12

Calculated values
highest occupied orbital energy = -9.351 eV
E = -55163.8087 eV
energy relative to the best compared isomer or geometry (same formula, charge and spin) = 233.5 kcal per mole
structure (SMILES) = C#CC[C@@]1(Cl)NC(=O)[C@@](COC(C)=O)(CC(=O)N(C)C)[C@@]1(Cl)CC=O


Largest force on an atom for the records above, in order: 1.0 6.7 0.4 6.2 6.1 5.7 19.2 10.1 eV/Å